Record 1
C2F4N2S | wB97M-V/def2-TZVPD

Calculated values
- HOMO-LUMO gap (eV) = 10.64
- largest force on an atom (eV Å⁻¹) = 3.4
- energy relative to the best compared isomer or geometry (same formula, charge and spin) (eV) = 2.855
- DFT total energy (a.u.) = -983.19526

```
! wB97M-V def2-TZVPD RIJCOSX def2/J DEFGRID3
* xyz 0 1
C -1.17 1.46 0.68
C -0.87 -0.85 -0.34
N -0.09 1.78 0.31
N -0.14 -0.10 -0.99
F -2.02 -1.30 -0.75
F -0.70 -1.13 0.96
F 1.24 0.18 1.22
F 2.49 -0.68 -0.80
S 1.27 0.64 -0.30
*
```

Record 2
C37H35ClMoN2S2Si2 | wB97M-V/def2-TZVPD

Calculated values
- HOMO-LUMO gap (alpha / beta) (eV) = 4.93 / 4.72
- largest force on an atom (eV Å⁻¹) = 6.6
- energy relative to the best compared isomer or geometry (same formula, charge and spin) (eV) = 0.000
- DFT total energy (a.u.) = -3443.53627

```
! wB97M-V def2-TZVPD RIJCOSX def2/J DEFGRID3
* xyz 2 3
C 1.09 0.76 -1.73
C 0.86 -0.14 -2.84
C -0.29 0.35 -3.56
H 1.44 -1.01 -3.11
C -0.77 1.53 -2.91
C 0.08 1.79 -1.78
H -0.03 2.62 -1.10
H 1.83 0.65 -0.95
H -0.69 -0.04 -4.48
H -1.57 2.16 -3.27
Mo -0.86 -0.12 -1.41
Si -3.71 -0.64 -3.43
C -4.16 -2.41 -4.00
C -5.45 -2.92 -3.73
H -6.11 -2.38 -3.05
C -5.91 -4.11 -4.30
H -6.92 -4.47 -4.07
C -5.07 -4.83 -5.15
H -5.40 -5.80 -5.55
C -3.80 -4.34 -5.45
H -3.15 -4.91 -6.12
C -3.35 -3.13 -4.89
H -2.34 -2.78 -5.12
C -5.22 0.15 -4.36
C -5.31 -0.16 -5.74
H -4.43 -0.56 -6.24
C -6.52 -0.11 -6.44
H -6.56 -0.40 -7.49
C -7.69 0.30 -5.79
H -8.65 0.28 -6.30
C -7.60 0.76 -4.46
H -8.50 1.13 -3.95
C -6.37 0.72 -3.79
H -6.34 1.05 -2.75
H -2.67 -0.12 -4.31
Si -4.87 -2.92 -0.21
C -5.13 -1.05 -0.89
C -4.11 -0.18 -1.59
H -3.04 -0.33 -1.19
C -4.39 1.27 -1.60
H -3.81 1.93 -2.29
C -5.29 1.82 -0.69
H -5.35 2.91 -0.54
C -6.17 0.99 0.02
H -6.90 1.43 0.71
C -6.15 -0.40 -0.18
H -6.96 -0.98 0.27
C -3.92 -4.18 -1.23
C -2.67 -3.94 -1.86
H -2.21 -2.96 -1.79
C -2.00 -4.92 -2.58
H -1.10 -4.66 -3.17
C -2.49 -6.24 -2.56
H -1.94 -7.02 -3.09
C -3.71 -6.53 -1.93
H -4.10 -7.56 -1.94
C -4.44 -5.50 -1.31
H -5.43 -5.72 -0.89
H -5.66 -3.31 0.84
Cl -2.56 -1.89 0.34
C 1.25 -3.38 -1.48
C 1.25 -2.59 -0.23
N 0.50 -1.53 0.00
C 0.65 -1.09 1.33
C 1.51 -1.87 2.09
S 2.21 -3.14 1.16
C -0.02 0.11 1.73
C 0.06 0.74 2.96
S -0.90 2.15 2.99
C -1.32 1.89 1.27
N -0.80 0.78 0.77
C -2.08 2.93 0.54
H 1.87 -2.88 -2.24
H 1.63 -4.38 -1.27
H 0.21 -3.47 -1.83
H 1.78 -1.66 3.12
H 0.72 0.42 3.76
H -2.44 3.66 1.29
H -1.44 3.45 -0.18
H -2.98 2.52 0.06
*
```

Record 3
C14H10CoN3O4S | wB97M-V/def2-TZVPD

Calculated values
- HOMO-LUMO gap (alpha / beta) (eV) = 6.60 / 6.70
- largest force on an atom (eV Å⁻¹) = 1.2
- energy relative to the best compared isomer or geometry (same formula, charge and spin) (eV) = 0.300
- DFT total energy (a.u.) = -2785.78743

```
! wB97M-V def2-TZVPD RIJCOSX def2/J DEFGRID3
* xyz -1 4
Co -1.15 0.94 -0.83
O -1.14 -0.06 3.10
C -1.32 -0.18 1.89
O -0.92 0.69 1.05
C -2.05 -1.43 1.40
C -2.63 -2.18 2.41
C -3.36 -3.32 2.17
C -3.55 -3.73 0.86
C -2.97 -3.02 -0.17
C -2.19 -1.88 0.07
S -1.37 -1.25 -1.33
H -2.47 -1.83 3.42
H -3.78 -3.89 2.99
H -4.14 -4.61 0.64
H -3.09 -3.34 -1.19
O -3.22 1.69 -0.85
N -2.90 2.68 -1.55
O -1.68 2.68 -1.89
N 2.73 0.64 -2.62
C 1.37 0.58 -2.54
N 0.90 1.06 -1.43
C 1.99 1.46 -0.70
C 2.08 2.00 0.58
C 3.33 2.31 1.05
C 4.48 2.12 0.28
C 4.42 1.56 -0.98
C 3.16 1.22 -1.45
H 3.30 0.29 -3.37
H 0.76 0.16 -3.32
H 1.18 2.12 1.17
H 3.44 2.73 2.05
H 5.44 2.40 0.68
H 5.31 1.39 -1.57
*
```

Record 4
C4H12O3 | wB97M-V/def2-TZVPD

Calculated values
- HOMO-LUMO gap (eV) = 10.49
- SMILES = C/C=C/CO.O.O
- largest force on an atom (eV Å⁻¹) = 1.3
- energy relative to the best compared isomer or geometry (same formula, charge and spin) (eV) = 1.327
- DFT total energy (a.u.) = -385.27299

```
! wB97M-V def2-TZVPD RIJCOSX def2/J DEFGRID3
* xyz 0 1
C 0.74 -0.05 2.19
C -0.09 -0.70 -1.55
O -1.38 -1.13 -2.10
C 0.00 -0.86 -0.06
C 0.30 0.14 0.76
H 1.25 0.86 2.51
H -0.11 -0.20 2.85
H 1.39 -0.91 2.34
H 0.57 -1.40 -2.08
H 0.11 0.35 -1.78
H -1.54 -1.96 -1.65
H -0.12 -1.91 0.24
H 0.16 1.16 0.40
H 2.02 0.99 -0.37
H 2.58 0.94 -1.78
O 2.85 1.04 -0.88
H -3.37 1.85 0.12
H -2.56 0.50 0.18
O -2.79 1.30 0.66
*
```

Record 5
BH4O3P | wB97M-V/def2-TZVPD

Calculated values
- HOMO-LUMO gap (eV) = 8.47
- SMILES = OPB(O)O
- largest force on an atom (eV Å⁻¹) = 1.1
- energy relative to the best compared isomer or geometry (same formula, charge and spin) (eV) = 0.393
- DFT total energy (a.u.) = -594.38018

```
! wB97M-V def2-TZVPD RIJCOSX def2/J DEFGRID3
* xyz 0 1
O 2.00 0.57 0.28
P 1.17 -0.89 0.23
B -0.64 -0.29 -0.20
O -1.65 -1.06 0.29
O -0.90 0.84 -0.94
H 1.48 1.16 0.84
H 1.55 -1.41 -1.03
H -2.18 -0.54 0.91
H -0.83 1.63 -0.39
*
```

Record 6
C5H8O | wB97M-V/def2-TZVPD

Calculated values
- HOMO-LUMO gap (eV) = 8.28
- largest force on an atom (eV Å⁻¹) = 1.6
- energy relative to the best compared isomer or geometry (same formula, charge and spin) (eV) = 5.922
- DFT total energy (a.u.) = -270.34027

```
! wB97M-V def2-TZVPD RIJCOSX def2/J DEFGRID3
* xyz 0 1
C 1.05 -0.58 0.32
C -0.31 -0.82 0.02
C -0.83 -0.62 -1.39
O 1.88 -0.21 -0.62
C 0.51 1.53 1.39
C -0.61 2.03 1.54
H 2.67 0.20 -0.23
H 1.45 -0.88 1.29
H -0.75 -1.62 0.61
H -0.57 0.19 0.67
H -1.91 -0.48 -1.37
H -0.61 -1.49 -2.02
H -0.39 0.26 -1.84
H -1.57 2.47 1.63
*
```

Record 7
C22H20ClN4PdSTe | wB97M-V/def2-TZVPD

Calculated values
- HOMO-LUMO gap (eV) = 6.85
- largest force on an atom (eV Å⁻¹) = 1.0
- energy relative to the best compared isomer or geometry (same formula, charge and spin) (eV) = 0.743
- DFT total energy (a.u.) = -2323.49812

```
! wB97M-V def2-TZVPD RIJCOSX def2/J DEFGRID3
* xyz 1 1
Pd -0.64 -0.23 -0.77
C -4.69 -2.19 0.50
C -3.71 -1.41 -0.13
N -2.43 -1.69 -0.03
C -2.04 -2.77 0.66
C -2.94 -3.60 1.34
C -4.31 -3.27 1.24
C -2.45 -4.72 2.08
C -1.14 -5.00 2.12
C -0.18 -4.20 1.41
C 1.19 -4.49 1.40
C 2.04 -3.69 0.69
C 1.52 -2.60 -0.02
N 0.23 -2.30 -0.04
C -0.62 -3.08 0.67
H -5.73 -1.92 0.39
H -3.98 -0.54 -0.71
H -5.04 -3.89 1.75
H -3.16 -5.34 2.61
H -0.77 -5.85 2.68
H 1.56 -5.34 1.96
H 3.11 -3.89 0.66
H 2.18 -1.97 -0.59
Te -0.47 0.19 -3.37
S 1.79 -0.07 -2.54
C 2.40 1.49 -2.32
N 2.09 2.60 -2.97
C 2.79 3.77 -2.42
C 3.86 3.12 -1.53
N 3.34 1.75 -1.41
H 1.26 2.65 -3.54
H 2.10 4.38 -1.84
H 3.22 4.37 -3.22
H 3.92 3.59 -0.55
H 4.84 3.12 -2.00
H 3.81 1.03 -0.88
Cl -0.28 0.46 1.96
C -0.04 2.05 1.32
C 0.80 2.91 2.01
C 1.01 4.19 1.52
C 0.38 4.58 0.34
C -0.44 3.69 -0.33
C -0.69 2.40 0.14
C -1.64 1.48 -0.56
H 1.26 2.59 2.93
H 1.64 4.88 2.06
H 0.51 5.59 -0.03
H -0.95 4.01 -1.24
H -2.49 1.19 0.06
H -2.01 1.98 -1.45
*
```

Record 8
C18H12Cl44N4O3 | wB97M-V/def2-TZVPD

Calculated values
- HOMO-LUMO gap (eV) = 8.78
- SMILES = NCC1=C(CC(N)(N)N)C(=O)OC1=O.ClC(Cl)(Cl)Cl.ClC(Cl)(Cl)Cl.ClC(Cl)(Cl)Cl.ClC(Cl)(Cl)Cl.ClC(Cl)(Cl)Cl.ClC(Cl)(Cl)Cl.ClC(Cl)(Cl)Cl.ClC(Cl)(Cl)Cl.ClC(Cl)(Cl)Cl.ClC(Cl)(Cl)Cl.ClC(Cl)(Cl)Cl
- largest force on an atom (eV Å⁻¹) = 0.8
- DFT total energy (a.u.) = -21386.16000

```
! wB97M-V def2-TZVPD RIJCOSX def2/J DEFGRID3
* xyz 0 1
N -1.67 -1.52 -3.17
C -0.26 -1.59 -2.72
C -0.05 -1.07 -1.32
C -0.09 -1.72 -0.14
C -0.31 -3.18 0.13
C 1.01 -4.00 0.44
N 1.38 -3.89 1.84
N 0.80 -5.41 0.13
N 2.12 -3.49 -0.38
C 0.16 -0.71 0.93
O 0.15 -0.85 2.11
O 0.42 0.51 0.34
C 0.25 0.37 -1.03
O 0.34 1.28 -1.79
H -2.17 -2.33 -2.80
H -2.13 -0.70 -2.78
H 0.36 -1.01 -3.42
H 0.05 -2.64 -2.75
H -0.96 -3.30 1.00
H -0.81 -3.63 -0.74
H 1.58 -2.93 2.10
H 0.69 -4.28 2.46
H 0.66 -5.49 -0.88
H -0.08 -5.72 0.52
H 2.46 -4.25 -0.96
H 2.89 -3.29 0.25
C -3.05 -1.43 4.56
Cl -3.92 0.10 4.59
Cl -1.50 -1.23 5.40
Cl -4.01 -2.67 5.38
Cl -2.73 -1.92 2.90
C -8.45 -1.12 -3.63
Cl -7.75 -2.15 -4.89
Cl -8.85 0.46 -4.32
Cl -9.91 -1.87 -2.99
Cl -7.28 -0.90 -2.33
C 4.05 0.75 2.01
Cl 2.84 2.02 2.03
Cl 4.37 0.21 3.66
Cl 3.43 -0.63 1.07
Cl 5.55 1.35 1.29
C -8.70 4.48 -5.40
Cl -9.60 6.00 -5.26
Cl -7.79 4.20 -3.91
Cl -9.84 3.15 -5.65
Cl -7.59 4.57 -6.76
C 0.90 3.98 5.80
Cl -0.69 3.47 5.22
Cl 0.91 3.95 7.57
Cl 2.13 2.88 5.19
Cl 1.24 5.62 5.24
C -7.30 0.38 1.60
Cl -5.74 -0.09 0.93
Cl -7.59 2.09 1.27
Cl -8.58 -0.58 0.86
Cl -7.30 0.12 3.35
C 8.17 -2.07 0.64
Cl 6.44 -1.82 0.46
Cl 8.88 -2.43 -0.93
Cl 8.91 -0.59 1.28
Cl 8.47 -3.40 1.76
C -4.18 2.47 8.48
Cl -5.68 2.83 7.61
Cl -3.05 3.81 8.28
Cl -4.53 2.25 10.19
Cl -3.46 1.00 7.82
C 8.49 -0.72 -4.93
Cl 9.15 0.91 -5.14
Cl 9.81 -1.84 -4.55
Cl 7.34 -0.72 -3.60
Cl 7.69 -1.23 -6.41
C -4.07 5.37 -9.37
Cl -2.71 4.25 -9.27
Cl -5.58 4.47 -9.24
Cl -3.97 6.53 -8.04
Cl -4.02 6.23 -10.91
C 13.33 0.92 2.39
Cl 11.70 0.50 1.87
Cl 13.38 1.04 4.16
Cl 14.46 -0.33 1.86
Cl 13.80 2.48 1.69
*
```